Below is a molecular structure, C28H42CaClO18 in a non-equilibrium geometry, with properties calculated with ωB97M-V/def2-TZVPD.

Cartesian coordinates (Å):
1 O -25.05469 -6.41919 -8.64654
2 C -24.02213 -7.71736 -3.92726
3 C -21.91878 -5.76675 -7.42224
4 C -15.77851 -3.12302 -2.78282
5 H -22.91842 -11.35765 -8.00272
6 H -17.91360 -9.88519 -1.96262
7 O -23.56068 -7.14536 -2.98635
8 C -19.57568 -8.53031 -10.58097
9 O -20.38600 -8.56345 -6.64486
10 H -20.57819 -13.05618 -7.78463
11 H -19.06643 -7.99984 -2.62810
12 H -21.45508 -9.22041 -12.95116
13 Ca -16.61918 -8.41087 -8.75737
14 H -18.60573 -4.24235 -1.97322
15 C -17.30744 -4.74349 -3.67354
16 C -24.11675 -5.98455 -8.05587
17 C -20.99392 -12.18517 -7.27135
18 O -17.36855 -6.22502 -8.73744
19 H -24.73923 -4.09023 -7.47249
20 H -18.95949 -2.71743 -9.60931
21 C -22.53063 -12.24488 -7.50283
22 H -22.78350 -13.12635 -8.08984
23 H -18.11458 -4.25112 -4.22126
24 O -16.81817 -3.23437 -1.93021
25 O -18.96096 -9.29425 -4.90465
26 C -18.78224 -9.73451 -1.32208
27 H -24.51644 -5.08728 -6.09507
28 O -19.83303 -8.53094 -11.85804
29 H -24.38528 -9.80510 -6.46336
30 C -19.28814 -3.39608 -8.82334
31 H -20.55446 -11.33942 -7.79552
32 H -26.60227 -8.62252 -5.45223
33 H -22.17248 -4.04873 -6.13558
34 H -17.21360 -5.23180 -1.52234
35 C -18.57289 -3.07678 -7.48960
36 C -22.60752 -4.44575 -7.04981
37 C -19.46142 -8.40999 -1.70146
38 C -25.59002 -8.23503 -5.54138
39 H -15.91763 -3.51124 -4.86038
40 C -20.79805 -12.30695 -5.75566
41 C -20.82598 -8.71278 -9.75315
42 C -17.56181 -4.44229 -2.18386
43 H -22.85253 -9.00269 -10.59810
44 H -19.28851 -3.10342 -6.66994
45 O -19.07660 -7.01310 -5.47782
46 C -17.56099 -4.22805 -7.32825
47 H -20.29466 -11.42796 -5.35604
48 H -21.66612 -7.60279 -12.27327
49 H -22.74230 -8.38468 -5.42482
50 O -25.20672 -7.34879 -4.48500
51 O -19.43346 -6.32260 -0.46999
52 O -18.55587 -8.14986 0.45750
53 C -17.90896 -5.16862 -8.44592
54 H -21.07821 -7.74416 -9.31512
55 C -21.26777 -8.59765 -12.08186
56 H -18.94438 -10.12466 0.82642
57 Cl -19.14802 -8.36222 -5.95721
58 C -23.44021 -8.86660 -4.72893
59 H -25.11205 -10.24699 -4.93722
60 H -21.00341 -5.64621 -8.00223
61 C -21.80663 -9.22089 -10.80326
62 H -17.32766 -5.80704 -3.89995
63 C -15.94042 -4.10243 -3.94175
64 O -22.55357 -12.31698 -4.07528
65 H -22.43462 -3.70521 -7.83731
66 O -23.13166 -12.37566 -6.21958
67 H -17.29919 -9.78199 0.28742
68 O -18.03337 -8.54044 -6.92070
69 H -20.63186 -9.40858 -8.94303
70 H -16.56811 -3.87314 -7.62526
71 H -25.51209 -7.69341 -6.48376
72 H -18.14219 -2.08273 -7.54447
73 H -20.54180 -8.49392 -1.80936
74 O -14.87105 -2.37567 -2.60997
75 H -15.09246 -4.78069 -4.01140
76 H -20.36624 -3.29586 -8.73675
77 H -22.87635 -9.54928 -4.10076
78 H -19.42852 -10.60150 -1.42498
79 C -24.62579 -9.43000 -5.46881
80 H -21.73200 -10.31016 -10.85457
81 H -20.24985 -13.20173 -5.48138
82 C -19.15061 -7.47931 -0.55755
83 O -18.41792 -8.43877 -10.18360
84 C -24.06266 -4.84203 -7.05658
85 H -17.62514 -4.61853 -6.32010
86 C -22.22342 -12.33268 -5.21870
87 H -21.68031 -6.32410 -6.51442
88 O -18.90237 -4.73002 -9.18840
89 C -18.34626 -9.52442 0.14173
90 O -22.86022 -6.50614 -8.21116

The net charge is +1. For the relative energy (zero: lowest compared OMol25 entry of this formula, charge and spin), the calculation gives 0.0 kJ/mol. The spin multiplicity is 1.

Below is a molecular structure, C28H42N4O4RuSSb2 in a non-equilibrium geometry, with properties calculated with ωB97M-V/def2-TZVPD.

Cartesian coordinates (Å):
1 Sb 0.23098 1.08929 2.43098
2 C -0.22261 -2.12010 -1.20668
3 H 3.44898 -4.17450 0.32410
4 C 1.46096 1.34405 -5.78080
5 C -2.73835 1.03475 3.67435
6 H 2.40889 -0.36308 0.86399
7 C 2.68205 -4.04405 1.09381
8 Sb -2.34296 0.81491 -0.07645
9 H 0.45185 2.58666 -7.21762
10 H -1.14793 -4.06366 -1.44230
11 N 2.27447 -1.28211 1.28254
12 H 4.15560 -3.74284 2.62305
13 C 1.09293 3.03665 2.66857
14 H -2.83091 1.26241 -2.68147
15 H -4.15855 1.93980 -1.70979
16 N 1.52677 -3.35188 0.50871
17 C 2.82644 1.17626 -5.57647
18 H -0.45835 1.41039 -4.82480
19 O 0.07209 2.64230 -0.48581
20 H -1.30245 -0.96889 2.71618
21 C 2.46819 0.83029 -3.23511
22 H -1.52630 2.80473 3.51487
23 C -0.30160 -0.92100 3.13297
24 H 3.89282 -1.22847 2.58178
25 H -6.22144 -0.67092 3.70866
26 H -1.09907 -1.55708 -1.52432
27 H 2.76844 2.82008 0.55848
28 H 1.22714 -4.46296 -1.23870
29 Ru 0.24931 0.64841 -0.19662
30 C -3.66219 -0.84863 -0.05572
31 H 0.85839 3.38474 3.67017
32 H 0.48371 -5.12076 0.22363
33 H 1.68728 1.53495 -7.91161
34 H -2.43938 0.06727 5.56172
35 C 1.17839 3.34653 -0.71602
36 C -3.22156 2.04284 1.42620
37 H 2.52186 -3.23980 3.08044
38 H -1.24218 -3.38666 0.19206
39 H -0.95932 1.62532 4.71567
40 H -3.42492 -1.49782 -0.89822
41 H -2.48450 2.80929 1.65895
42 C 3.24529 -3.26762 2.26195
43 C -1.41558 1.74033 3.72923
44 C -3.07803 1.82778 -1.78412
45 H -5.58419 0.82017 1.85492
46 H -4.68503 -0.48803 -0.15495
47 H 2.34464 -5.03204 1.40320
48 C -4.35454 -0.42343 4.74476
49 S 3.12690 0.35435 -1.66513
50 H 4.40100 0.79922 -4.14809
51 C 0.90580 1.59592 -7.15651
52 H 2.16615 3.02292 2.51477
53 H -4.07997 2.52473 0.95856
54 C 3.33837 0.92374 -4.31160
55 C 0.67784 -4.20199 -0.32915
56 H -3.56998 -1.41150 0.87243
57 C -5.24490 -0.20456 3.70192
58 H -2.59915 2.80398 -1.83246
59 H 0.45181 -2.20901 -2.06467
60 C 1.42705 -2.01075 0.50201
61 H 3.23698 2.90485 -1.13304
62 H -0.28714 -0.87940 4.21803
63 C -3.62161 1.22501 2.60985
64 O 4.47739 0.83212 -1.58109
65 C 2.45905 2.56382 -0.45496
66 H 0.41227 -1.61384 2.71706
67 C 3.52657 -1.86375 1.77690
68 N 2.20838 1.11269 -0.55704
69 N 0.45750 -1.35824 -0.15520
70 H 3.50209 1.24096 -6.42100
71 H 0.13428 0.86502 -7.40218
72 C -3.12228 0.20879 4.73051
73 H 0.58228 3.59309 1.88457
74 C -4.87653 0.61985 2.65239
75 H 0.41028 0.92518 -2.58199
76 C -0.60454 -3.49291 -0.68964
77 C 1.10128 0.99577 -3.42088
78 C 0.60593 1.26149 -4.68222
79 H -4.62581 -1.06729 5.57099
80 H 4.27233 -1.87866 0.97717
81 O 1.18746 4.50200 -1.05301
82 O 2.90733 -1.06750 -1.53568

The net charge is +1. For the relative energy (zero: lowest compared OMol25 entry of this formula, charge and spin), the calculation gives 189.0 kJ/mol. The spin multiplicity is 2.